C34H41F9N4O10S2 | ωB97M-V/def2-TZVPD

Results
- SMILES: CCCCN[C@]1(CCOC(=O)CC)OS(=O)(=O)O[C@]1(CCOC(C)=O)S(=O)(=O)C(F)(F)C(F)(F)C(F)(F)C(F)(F)F.c1ccncc1.c1ccncc1.c1ccncc1
- Gap between HOMO and LUMO: 9.674 eV
- LUMO energy: 0.20 eV
- HOMO level: -9.47 eV

CARTESIAN COORDINATES (ANGSTROEM)
C1 -1.93887 1.48634 2.55749
C2 -1.95105 0.14298 3.29805
C3 -2.80088 -0.93571 2.61011
C4 -2.04845 -2.22798 2.26011
N1 -0.69507 -1.98414 1.74207
C5 -0.44006 -1.69264 0.34146
C6 0.39846 -0.40676 0.30841
C7 1.83474 -0.57424 0.75597
O1 2.30797 0.73291 1.09931
C8 3.28607 0.82788 2.04543
O2 3.38253 1.84180 2.68990
C9 4.22051 -0.34752 2.18325
C10 5.58409 0.06136 2.71961
O3 -1.68499 -1.34755 -0.30530
S1 -2.32520 -2.48823 -1.20547
O4 -3.51373 -3.01013 -0.63057
O5 -2.30670 -2.03094 -2.55296
O6 -1.15588 -3.54108 -0.97587
C11 0.05655 -2.88460 -0.57345
C12 0.89469 -2.58245 -1.84618
C13 0.67776 -1.29001 -2.64459
O7 1.83001 -0.45524 -2.44326
C14 1.83372 0.70109 -3.20329
C15 1.80710 1.94394 -2.37339
O8 1.88124 0.65184 -4.40479
S2 1.06913 -4.23257 0.19862
O9 1.40946 -5.12333 -0.87079
O10 2.09274 -3.61185 0.98823
C16 0.02375 -5.26250 1.38510
F1 0.31586 -4.85769 2.64039
F2 -1.27589 -5.09392 1.14733
C17 0.36074 -6.77163 1.25663
F3 -0.19509 -7.24148 0.13469
F4 1.69396 -6.91260 1.19821
C18 -0.12863 -7.66295 2.44723
F5 0.07645 -8.93292 2.04228
F6 0.62689 -7.41891 3.52492
C19 -1.62222 -7.56661 2.86140
F7 -2.40567 -7.63320 1.79444
F8 -1.90094 -8.56985 3.67271
F9 -1.85569 -6.42413 3.49709
H1 -0.97706 1.99697 2.62058
H2 -2.17166 1.36771 1.49620
H3 -2.70075 2.15966 2.94951
H4 -2.39163 0.31660 4.28288
H5 -0.93832 -0.21257 3.47504
H6 -3.64740 -1.22701 3.23591
H7 -3.24053 -0.54518 1.68937
H8 -2.65723 -2.83957 1.60286
H9 -1.92174 -2.81309 3.17423
H10 -0.01027 -2.60567 2.13525
H11 -0.09248 0.23977 1.03771
H12 0.32326 0.08193 -0.65230
H13 1.87528 -1.23199 1.62217
H14 2.44549 -0.99299 -0.04216
H15 3.75408 -1.05089 2.88292
H16 4.31706 -0.89761 1.24625
H17 6.11494 0.71665 2.03811
H18 6.19429 -0.83559 2.84653
H19 5.50425 0.54506 3.69078
H20 1.95347 -2.60256 -1.58279
H21 0.68306 -3.42307 -2.50368
H22 -0.23403 -0.74556 -2.41041
H23 0.62906 -1.55841 -3.70091
H24 2.58766 1.88809 -1.61235
H25 1.96540 2.81214 -3.00489
H26 0.84883 2.00519 -1.85724
C20 -4.88094 6.14219 0.48820
C21 -5.29707 5.66556 1.72116
C22 -5.15190 4.31258 1.98915
N2 -4.63661 3.44216 1.12465
C23 -4.24212 3.91665 -0.05537
C24 -4.33926 5.25030 -0.42257
H27 -4.97941 7.19075 0.23830
H28 -5.72608 6.32586 2.46255
H29 -5.46379 3.90316 2.94426
H30 -3.82995 3.18596 -0.74343
H31 -4.01457 5.57735 -1.39799
C25 9.65707 0.48263 -1.81042
C26 10.05778 1.23488 -0.71806
C27 9.16540 1.40477 0.32977
N3 7.94003 0.88584 0.34470
C28 7.56984 0.16624 -0.71140
C29 8.38469 -0.06567 -1.80887
H32 10.32428 0.32636 -2.64804
H33 11.04109 1.68236 -0.67556
H34 9.44334 1.98527 1.20257
H35 6.56590 -0.24508 -0.67443
H36 8.02837 -0.66029 -2.63863
C30 -7.00427 6.56798 -5.82374
C31 -7.74828 6.19528 -4.71620
C32 -7.08475 5.97705 -3.51818
N4 -5.76829 6.10402 -3.37235
C33 -5.06632 6.46139 -4.44556
C34 -5.63229 6.70503 -5.68761
H37 -7.48488 6.74777 -6.77659
H38 -8.82102 6.07455 -4.77592
H39 -7.63201 5.68459 -2.62850
H40 -3.99504 6.55600 -4.30163
H41 -5.01138 6.99372 -6.52434


C34H42CoN5O3PSi | ωB97M-V/def2-TZVPD

Results
- Gap between HOMO and LUMO (alpha / beta): 8.136 / 8.003 eV
- LUMO energy (alpha / beta): 0.01 / 0.01 eV
- HOMO level (alpha / beta): -8.12 / -7.99 eV
- 2S+1: 2

CARTESIAN COORDINATES (ANGSTROEM)
Co1 0.39447 0.09986 0.08980
O1 0.47102 -0.90359 4.00276
C1 0.09331 -0.93252 2.84959
O2 0.14477 0.03733 1.99830
C2 -0.58989 -2.20942 2.32188
P1 -0.48346 -2.24500 0.50751
C3 1.05338 -3.22256 0.22082
C4 2.02334 -3.38779 1.20557
C5 3.21051 -4.05631 0.92552
C6 3.44624 -4.55981 -0.34505
C7 2.48576 -4.39497 -1.33722
C8 1.30132 -3.73030 -1.05551
C9 -1.72230 -3.44991 -0.07472
C10 -1.94526 -4.65111 0.59727
C11 -2.86373 -5.56439 0.10417
C12 -3.56450 -5.29293 -1.06674
C13 -3.34900 -4.10172 -1.74117
C14 -2.43469 -3.18159 -1.24010
H1 -1.64161 -2.15967 2.61308
H2 -0.15623 -3.08720 2.79495
H3 1.87103 -2.98362 2.19880
H4 3.95039 -4.18288 1.70595
H5 4.36763 -5.08625 -0.55959
H6 2.66036 -4.78769 -2.33151
H7 0.55567 -3.61303 -1.83637
H8 -1.39305 -4.88179 1.50132
H9 -3.03364 -6.49273 0.63441
H10 -4.27883 -6.01077 -1.44899
H11 -3.89555 -3.88321 -2.64966
H12 -2.27705 -2.24134 -1.75720
C15 -0.85569 0.46458 -4.39152
N1 0.49591 0.00215 -4.12845
C16 1.13600 -0.73306 -5.20789
C17 0.86860 -0.16361 -2.81955
N2 0.05729 -0.07159 -1.82826
N3 2.21814 -0.42398 -2.64699
C18 2.92990 -0.42862 -1.44691
N4 4.28772 -0.32105 -1.66042
N5 2.36491 -0.48388 -0.31605
H13 -0.89210 0.85857 -5.40490
H14 -1.10791 1.28557 -3.72219
H15 -1.60189 -0.33503 -4.29789
H16 0.82963 -0.28261 -6.14935
H17 0.85286 -1.79065 -5.21800
H18 2.22217 -0.67276 -5.17733
H19 -0.88971 0.12410 -2.12135
H20 2.77306 -0.18155 -3.44956
H21 4.67088 -0.65652 -2.52820
H22 4.87331 -0.47598 -0.85710
H23 3.01907 -0.42117 0.45646
C19 2.75603 4.45268 0.35368
C20 1.24441 4.69302 0.24703
C21 0.63148 4.65796 1.65449
C22 1.00170 6.06640 -0.38949
Si1 0.47200 3.27649 -0.73290
O3 0.93487 1.86661 -0.14771
C23 -1.40696 3.46973 -0.75417
C24 -2.08261 4.59070 -1.25352
C25 -3.46777 4.68421 -1.21718
C26 -4.21995 3.65322 -0.66909
C27 -3.57842 2.53379 -0.16005
C28 -2.19066 2.44777 -0.20370
C29 1.07630 3.35735 -2.53775
C30 2.39798 2.96950 -2.81136
C31 2.90469 2.95660 -4.10469
C32 2.09457 3.32426 -5.17382
C33 0.78234 3.70577 -4.93399
C34 0.28462 3.72134 -3.63251
H24 3.20102 5.18573 1.03829
H25 3.25486 4.56617 -0.61349
H26 2.97093 3.45167 0.73635
H27 1.09360 5.42628 2.28710
H28 0.78492 3.68625 2.13153
H29 -0.44531 4.84872 1.63103
H30 1.52498 6.84631 0.17739
H31 -0.05791 6.32974 -0.39196
H32 1.36548 6.10952 -1.42120
H33 -1.52155 5.41103 -1.68642
H34 -3.96078 5.56354 -1.61334
H35 -5.29963 3.72836 -0.63022
H36 -4.15555 1.73357 0.28755
H37 -1.70639 1.57881 0.23116
H38 3.03966 2.66736 -1.98868
H39 3.93694 2.67273 -4.28233
H40 2.48706 3.32212 -6.18366
H41 0.14425 3.99513 -5.76107
H42 -0.74574 4.01779 -3.47149


C34H42CoN5S2 | ωB97M-V/def2-TZVPD

Results
- Gap between HOMO and LUMO (alpha / beta): 6.078 / 5.405 eV
- LUMO energy (alpha / beta): 2.36 / 1.68 eV
- HOMO level (alpha / beta): -3.72 / -3.73 eV
- 2S+1: 2
- Net charge: -1

CARTESIAN COORDINATES (ANGSTROEM)
Co1 -0.33377 -0.01923 0.41856
C1 -5.49628 2.29105 -0.99777
C2 -4.01092 2.05111 -0.75252
C3 -3.33797 3.29887 -0.17135
C4 -3.26246 1.58868 -1.98035
C5 -3.59822 1.94451 -3.22649
C6 -2.81784 1.51164 -4.37923
C7 -1.74702 0.73290 -4.25104
C8 -1.24551 0.20170 -2.93596
C9 -1.44802 -1.34602 -2.91926
C10 -2.92758 -1.72637 -2.88516
C11 -0.76400 -2.05787 -4.08710
C12 -2.03227 0.77591 -1.74046
N1 -1.69569 0.55029 -0.55113
C13 0.55698 1.67022 0.34640
C14 1.26640 1.42942 1.46038
N2 1.00745 0.17853 1.96922
C15 1.71445 -0.28624 3.07921
C16 1.07421 -0.48616 4.32673
C17 1.80600 -0.99940 5.39376
C18 3.15723 -1.28566 5.28835
C19 3.79731 -1.03894 4.08805
C20 3.10429 -0.54997 2.98447
C21 3.88113 -0.28244 1.70556
C22 4.71278 1.00033 1.82431
C23 4.81814 -1.43055 1.32176
C24 -0.36598 -0.08988 4.61304
C25 -1.40744 -0.98399 3.94908
C26 -0.64967 1.38532 4.31234
H1 -5.98762 2.56138 -0.06096
H2 -5.98212 1.39781 -1.39398
H3 -5.66726 3.11120 -1.69964
H4 -3.89787 1.25792 -0.01023
H5 -3.40798 4.13361 -0.87465
H6 -2.28644 3.10116 0.03838
H7 -3.82024 3.59519 0.76343
H8 -4.46951 2.56273 -3.40625
H9 -3.13986 1.82386 -5.36671
H10 -1.21310 0.41372 -5.13804
H11 -1.01452 -1.69833 -1.98092
H12 -3.45452 -1.33511 -3.75989
H13 -3.41654 -1.35489 -1.98522
H14 -3.02413 -2.81370 -2.88529
H15 -1.31462 -1.89838 -5.01773
H16 -0.74829 -3.13296 -3.89715
H17 0.26340 -1.73078 -4.24291
H18 0.50848 2.56526 -0.25583
H19 1.94036 2.11334 1.98672
H20 1.30086 -1.15264 6.34177
H21 3.70539 -1.67746 6.13655
H22 4.86123 -1.23312 4.00392
H23 3.15475 -0.13545 0.90354
H24 5.45550 0.89675 2.62041
H25 4.09037 1.86217 2.05744
H26 5.24110 1.20384 0.88927
H27 5.66763 -1.49081 2.00666
H28 5.21551 -1.27836 0.31705
H29 4.32392 -2.40386 1.34817
H30 -0.48089 -0.21783 5.69549
H31 -1.39837 -0.86205 2.87027
H32 -2.40768 -0.72841 4.30920
H33 -1.22970 -2.03972 4.16464
H34 -0.69021 1.57200 3.24023
H35 0.12251 2.03016 4.73880
H36 -1.61141 1.67132 4.74674
S1 -2.47423 -4.29323 1.14809
C27 -1.77343 -2.83524 0.92011
N3 -1.26347 -1.79852 0.75367
N4 1.56518 -2.53388 0.71534
C28 1.67664 -1.85010 -0.42519
N5 0.88610 -0.86359 -0.79053
C29 1.15497 -0.40960 -2.06178
C30 0.30785 0.60617 -2.76012
C31 0.97497 1.01862 -4.04182
C32 2.08086 0.43094 -4.56396
C33 2.73746 -0.64152 -3.91758
C34 2.23949 -1.00989 -2.65993
S2 2.87879 -2.25358 -1.61521
H37 0.85215 -2.22976 1.36524
H38 2.34178 -3.06556 1.06129
H39 0.26588 1.49027 -2.11379
H40 0.52718 1.85310 -4.56513
H41 2.48052 0.79683 -5.50252
H42 3.59744 -1.12882 -4.35288